Here is a cluster of 12 separate species, C6H34O13 in total in a non-equilibrium geometry from the OMol25 dataset. Energies are from ωB97M-V with the def2-TZVPD basis set.

Values from the calculation:
E_HOMO (spin up / spin down)   -13.6 / -13.6 eV
Energy   -33379.9827 eV
⟨S²⟩   0.757
ΔE to the lowest compared entry with this formula, charge and spin   32.5 kcal per mole
Charge   +1
Orbital gap (spin up / spin down)   10.685 / 3.217 eV
Spin multiplicity   2

```
53
Properties=species:S:1:pos:R:3:forces:R:3:lowdin_spin:R:1
O -3.2998 0.5770 -0.7700 -0.76 -1.17 -0.76 0.003
C -2.4206 0.2135 -1.4942 1.59 2.09 1.87 0.000
O -1.3457 1.1344 -1.6401 0.74 -2.75 -1.71 0.002
C -2.0827 -1.1173 -2.0618 1.68 1.99 -2.45 0.001
C -1.8970 -2.1367 -1.0758 -2.34 -2.43 5.14 0.001
C -1.0388 -1.8926 0.2296 -0.88 1.98 0.81 0.000
C 0.5054 -1.9278 0.0094 -1.76 -3.46 3.42 0.000
C -1.5497 -2.8942 1.3389 -0.67 0.46 -0.13 0.000
H -1.5205 1.9922 -1.3140 -0.76 1.57 0.88 0.000
H -1.1347 -0.9589 -2.6339 -0.65 -0.03 0.15 0.001
H -2.8257 -1.3493 -2.7903 -0.67 -0.40 -0.56 0.000
H -1.6659 -3.1228 -1.3734 1.10 -0.90 -1.49 0.000
H -2.9399 -2.4995 -0.6847 1.34 1.35 -0.35 0.000
H -1.2277 -0.8480 0.6223 -0.29 -0.84 -0.40 0.000
H 0.5534 -2.8608 -0.5552 1.08 0.28 -0.74 0.000
H 0.9288 -1.0374 -0.3362 0.72 1.16 -1.00 -0.001
H 1.0403 -2.2097 1.0262 -1.11 0.95 -2.09 0.000
H -2.7257 -2.7855 1.5302 2.64 -0.38 -0.69 0.000
H -1.0625 -2.6741 2.3494 -0.40 -0.62 -1.51 0.000
H -1.2842 -3.9089 0.9012 -0.54 0.82 1.18 0.000
H -3.5239 1.9332 2.7491 -2.01 -1.29 0.46 0.000
H -2.1895 2.3349 2.9277 3.22 -0.14 1.08 0.000
O -2.9526 2.6239 2.5109 -1.84 1.52 -0.97 0.000
H 2.2485 1.9401 0.3433 -0.09 1.45 -0.62 0.000
H 1.4994 3.1529 -0.3128 0.79 -0.65 -0.21 0.001
O 2.2605 2.5400 -0.4954 -1.04 -0.94 0.23 0.019
H -3.3359 2.1741 -0.2789 -0.18 1.26 0.08 0.000
H -3.4205 3.0762 0.8950 0.02 0.35 2.00 0.000
O -3.2246 3.1358 -0.0203 -0.29 -1.14 -2.76 0.000
H -1.7176 3.3583 -0.1313 -0.19 -0.14 0.71 0.000
H -0.6666 4.1790 0.4849 0.58 3.84 1.57 0.000
O -0.7374 3.3618 0.1118 0.27 -3.06 -2.13 0.001
H 3.5799 -1.6299 1.7102 -1.96 0.89 1.64 0.000
H 2.6904 -1.9186 2.9890 0.28 0.81 -0.59 0.000
O 2.9079 -1.1917 2.3635 1.58 -1.38 -0.88 0.000
H 1.3587 -0.6087 -3.0516 -0.05 0.28 -0.59 -0.008
H 1.2679 -2.0980 -2.8436 0.87 0.64 -1.10 0.001
O 1.7101 -1.4221 -3.4437 -0.89 -0.86 1.69 0.216
H 2.3553 0.7111 2.0008 0.33 -0.97 0.97 0.000
H 1.7046 1.9556 2.7652 0.02 -0.50 -0.30 0.000
O 1.9637 1.5737 1.9152 0.74 0.52 -0.93 0.000
H 4.0889 0.4561 -0.6262 0.20 -1.90 -1.97 0.000
H 3.6556 -0.2382 -2.0665 0.78 0.28 0.99 -0.002
O 4.1903 -0.3569 -1.2451 -1.04 1.63 0.87 0.003
H -0.7761 1.1922 2.1426 0.12 -0.39 -0.23 0.000
H -0.2975 2.5562 1.6422 -0.38 -0.44 0.18 0.000
O -0.3891 2.0098 2.4491 -0.36 0.53 0.66 0.000
H 2.7790 -3.6122 -0.0883 0.47 0.65 0.21 0.000
H 3.0714 -2.1415 -0.5766 0.54 -0.85 1.00 0.000
O 3.2116 -2.7760 0.1750 -0.20 -0.11 -1.40 0.000
H 1.8700 1.7215 -1.8102 0.96 1.27 1.20 0.008
H 0.4752 1.1477 -1.9805 -1.10 -0.24 -0.19 0.009
O 1.3352 1.1665 -2.4818 -0.22 -0.60 -0.25 0.741
```
Forces are in eV/Å.

---

Here is a cluster of 11 separate species, C6H34O14 in total in a non-equilibrium geometry from the OMol25 dataset. Energies are from ωB97M-V with the def2-TZVPD basis set.

Values from the calculation:
E_HOMO   -10.4 eV
Energy   -35435.1055 eV
ΔE to the lowest compared entry with this formula, charge and spin   94.0 kcal per mole
Structure (SMILES)   OCCO.OCCO.OCCO.O.O.O.O.O.O.O.O
Orbital gap   10.105 eV
Spin multiplicity   1

```
54
Properties=species:S:1:pos:R:3:forces:R:3:nbo_charge:R:1
O -3.8312 -0.5147 -3.9000 -0.67 0.30 1.19 -0.718
C -3.7157 0.4136 -2.7887 1.15 2.10 -0.48 -0.087
C -3.0118 -0.1709 -1.5344 -0.06 0.15 0.16 -0.095
O -2.6051 0.8462 -0.6649 -1.33 2.48 0.11 -0.759
H -3.0922 -1.1383 -3.8878 -0.15 0.33 0.21 0.465
H -3.1320 1.2948 -3.1935 0.01 -0.89 0.61 0.160
H -4.6609 1.0008 -2.4947 0.75 -1.87 -0.56 0.200
H -2.0407 -0.6031 -1.6771 -0.16 -1.48 -1.39 0.158
H -3.7227 -0.8596 -1.0726 0.15 -0.24 0.17 0.162
H -1.9935 0.6627 0.0490 0.05 -0.80 0.09 0.502
O 1.1390 3.3866 1.0240 -1.03 -0.52 -0.54 -0.710
C 2.3807 3.9158 0.7019 1.74 -1.02 -0.82 -0.095
C 2.2882 5.1805 -0.1228 -0.17 0.59 1.02 -0.088
O 3.5625 5.7768 -0.3804 0.59 -1.24 0.81 -0.709
H 0.7931 3.0028 0.1913 -0.02 0.16 0.94 0.472
H 2.9037 4.1746 1.6127 0.03 -0.01 0.51 0.168
H 3.0048 3.0726 0.2139 -0.58 1.44 0.36 0.166
H 1.5352 5.8542 0.3557 1.17 0.04 0.33 0.175
H 1.7802 5.0159 -1.0209 -0.46 -0.75 -1.96 0.153
H 4.2553 5.0990 -0.1301 -1.16 1.23 -0.50 0.466
O -0.9945 -2.6721 -0.5061 2.22 -1.74 -2.35 -0.751
C -1.5285 -3.9756 -0.2868 -1.90 2.58 1.86 -0.095
C -2.7905 -4.1259 -1.0560 -2.53 0.36 0.02 -0.103
O -3.4992 -5.2554 -0.4655 0.45 0.88 -0.98 -0.714
H -1.3918 -2.0791 0.0683 -1.25 1.60 1.87 0.477
H -0.8270 -4.7354 -0.3150 1.64 -1.34 -0.93 0.186
H -1.8545 -3.9925 0.7657 0.00 -0.22 -0.16 0.186
H -2.7991 -4.0757 -2.1599 0.73 -0.97 0.23 0.177
H -3.4701 -3.2385 -0.9125 0.81 -0.60 0.61 0.176
H -3.3519 -5.9770 -1.0691 -0.11 -0.64 -0.13 0.467
O -0.7169 1.6843 2.8416 -5.09 -1.02 0.74 -0.922
H 0.0649 2.0050 3.0797 4.85 2.75 1.91 0.436
H -0.4913 1.2554 2.0579 0.02 -1.39 -2.48 0.477
O -0.0258 -1.5046 3.5492 0.30 -1.20 -1.08 -0.962
H 0.4251 -0.6841 3.6614 0.09 1.15 0.57 0.465
H 0.4665 -1.8158 2.7464 -1.06 -0.27 1.06 0.470
O 3.5867 0.4754 0.7144 -1.25 0.02 0.27 -0.975
H 3.1591 0.3018 1.5800 0.28 0.09 -0.48 0.496
H 4.5024 0.2869 0.8328 1.09 -0.17 0.22 0.472
O -0.0138 0.1677 0.6861 -0.38 0.84 0.77 -1.027
H -0.1625 -0.1944 -0.1839 0.54 -0.45 -0.64 0.494
H 0.4440 -0.4939 1.2299 -0.18 -0.17 -0.52 0.507
O 1.1776 -2.1652 1.2393 0.80 -0.52 -0.82 -0.982
H 1.0870 -2.4503 0.2960 0.13 0.33 0.99 0.528
H 2.1173 -2.0681 1.4690 -0.33 -0.18 -0.52 0.494
O 2.8917 -0.5566 -2.0297 1.94 -1.08 -0.49 -0.965
H 2.0737 -0.1216 -2.0073 -1.95 0.67 -0.11 0.473
H 3.2833 -0.3298 -1.1932 0.36 0.17 0.67 0.476
O 2.2205 0.1597 3.2846 0.74 -1.96 -0.30 -0.963
H 2.6543 -0.0564 4.1168 -0.04 0.11 0.03 0.497
H 2.0079 1.0620 3.2964 -0.41 2.11 0.18 0.486
O 0.2149 -0.1905 -2.0148 0.73 0.22 0.87 -0.976
H -0.0019 0.7503 -2.0493 -0.72 -0.47 -0.70 0.503
H -0.2945 -0.7999 -2.5472 -0.35 0.50 -0.41 0.507
```
Forces are in eV/Å.